Entry from OMol25: one molecule with the formula C20H22N2O4 (the ωB97M-V functional and the def2-TZVPD basis).

Cartesian coordinates (Å):
C (4.88, -2.83, 1.11)
C (3.84, -3.65, 1.86)
O (2.84, -4.17, 0.99)
C (1.83, -3.32, 0.68)
O (1.73, -2.19, 1.09)
N (0.98, -3.95, -0.17)
N (-0.07, -3.40, -0.87)
C (-0.87, -2.57, -0.34)
C (-0.99, -2.10, 1.04)
C (-0.88, -2.98, 2.11)
C (-1.03, -2.53, 3.40)
C (-1.31, -1.19, 3.63)
C (-1.45, -0.29, 2.58)
O (-1.77, 1.03, 2.76)
C (-1.89, 1.52, 4.07)
C (-1.29, -0.75, 1.26)
O (-1.43, 0.01, 0.14)
C (-1.12, 1.40, 0.16)
C (-0.86, 1.82, -1.25)
C (-1.32, 2.95, -1.78)
C (-1.08, 3.44, -3.13)
C (-0.36, 2.72, -4.09)
C (-0.18, 3.23, -5.36)
C (-0.70, 4.46, -5.70)
C (-1.42, 5.19, -4.77)
C (-1.61, 4.68, -3.50)
H (5.33, -3.42, 0.31)
H (5.66, -2.51, 1.79)
H (4.40, -1.95, 0.67)
H (3.36, -3.04, 2.63)
H (4.30, -4.54, 2.32)
H (1.34, -4.79, -0.62)
H (-1.59, -2.17, -1.05)
H (-0.68, -4.03, 1.92)
H (-0.94, -3.20, 4.23)
H (-1.42, -0.85, 4.65)
H (-2.12, 2.59, 3.96)
H (-0.96, 1.41, 4.63)
H (-2.71, 1.04, 4.62)
H (-1.95, 1.98, 0.60)
H (-0.22, 1.57, 0.77)
H (-0.25, 1.12, -1.81)
H (-1.92, 3.60, -1.16)
H (0.05, 1.76, -3.84)
H (0.38, 2.66, -6.09)
H (-0.55, 4.86, -6.70)
H (-1.83, 6.15, -5.03)
H (-2.17, 5.25, -2.77)

SMILES string: CCOC(=O)N/N=C\c1cccc(OC)c1OC/C=C/c1ccccc1
Strongest force on any atom (eV/A): 0.66
Gap between HOMO and LUMO (Ha): 0.329
Energy relative to the best compared isomer or geometry (same formula, charge and spin) (kcal per mole): 103.7
Spin multiplicity: 1
Highest occupied orbital energy (eV): -8.15



Entry from OMol25: C2H6N2O2 as an isolated structure at a distorted geometry (the ωB97M-V functional and the def2-TZVPD basis).

Cartesian coordinates (Å):
C (-0.31, 0.49, -0.41)
N (0.36, -0.80, -0.27)
N (-1.65, -0.04, 0.02)
C (1.62, -0.87, 0.16)
O (0.09, 1.51, 0.42)
O (2.38, 0.09, 0.32)
H (1.06, 1.38, 0.54)
H (-0.85, -1.17, 0.04)
H (-0.38, 0.81, -1.46)
H (-1.87, 0.30, 0.96)
H (-2.41, 0.19, -0.61)
H (1.98, -1.90, 0.29)

Strongest force on any atom (eV/A): 1.82
Gap between HOMO and LUMO (Ha): 0.380
Energy relative to the best compared isomer or geometry (same formula, charge and spin) (kcal per mole): 49.9
Spin multiplicity: 1
Highest occupied orbital energy (eV): -9.63



Entry from OMol25: C35H30F8N2O4P2S2Sn as an isolated structure at a distorted geometry (the ωB97M-V functional and the def2-TZVPD basis).

Cartesian coordinates (Å):
Sn (-1.59, 1.46, 0.26)
C (-0.20, -1.24, -2.58)
N (0.20, -2.49, -1.86)
C (0.77, -2.49, -0.70)
P (-1.36, -0.48, 2.52)
C (-0.28, 0.08, 3.87)
C (-0.82, 0.28, 5.14)
C (0.03, 0.57, 6.17)
C (1.37, 0.74, 5.95)
C (1.91, 0.45, 4.73)
C (1.11, 0.17, 3.68)
C (-1.20, -2.27, 2.49)
C (-0.61, -3.19, 3.39)
C (-0.63, -4.52, 2.98)
C (-1.11, -5.00, 1.77)
C (-1.64, -4.11, 0.87)
C (-1.75, -2.79, 1.29)
C (0.09, -3.72, -2.67)
C (-1.05, -3.93, -3.40)
C (-1.21, -5.13, -4.05)
C (-0.17, -6.11, -3.98)
C (0.84, -5.89, -3.17)
C (1.04, -4.66, -2.60)
P (0.09, 0.43, -1.82)
C (-0.65, 1.41, -3.22)
C (-1.92, 1.20, -3.75)
C (-2.44, 2.07, -4.71)
C (-1.75, 3.24, -4.97)
C (-0.45, 3.42, -4.54)
C (0.09, 2.47, -3.70)
C (1.87, 0.73, -1.44)
C (2.09, 0.89, -0.13)
C (3.39, 1.12, 0.34)
C (4.40, 1.33, -0.58)
C (4.20, 1.21, -1.93)
C (2.87, 0.91, -2.36)
H (-1.26, -1.38, -2.91)
H (0.35, -1.15, -3.50)
H (1.05, -3.38, -0.17)
H (0.83, -1.56, -0.19)
H (-1.87, 0.14, 5.33)
H (-0.53, 0.77, 7.09)
H (1.98, 0.96, 6.79)
H (2.98, 0.47, 4.41)
H (1.43, 0.08, 2.65)
H (-0.30, -2.86, 4.43)
H (-0.14, -5.18, 3.66)
H (-0.95, -6.03, 1.60)
H (-2.26, -4.44, 0.04)
H (-2.19, -2.06, 0.60)
H (-1.88, -3.22, -3.35)
H (-2.13, -5.36, -4.56)
H (-0.25, -7.11, -4.46)
H (1.58, -6.69, -2.98)
H (1.95, -4.49, -2.03)
H (-2.64, 0.48, -3.41)
H (-3.43, 1.87, -5.21)
H (-2.12, 3.97, -5.72)
H (0.20, 4.23, -4.86)
H (1.17, 2.60, -3.49)
H (1.36, 0.62, 0.70)
H (3.55, 1.20, 1.42)
H (5.31, 1.65, -0.11)
H (5.05, 1.38, -2.55)
H (2.66, 0.88, -3.37)
F (-0.29, 3.43, 4.41)
C (-0.68, 4.11, 3.34)
F (-0.48, 5.40, 3.43)
F (-1.93, 3.83, 3.01)
S (0.50, 3.51, 2.00)
O (-0.10, 2.22, 1.57)
O (1.80, 3.35, 2.63)
N (0.46, 4.63, 0.97)
S (0.37, 4.38, -0.60)
O (1.63, 4.13, -1.20)
O (-0.69, 3.40, -0.89)
C (-0.34, 6.05, -1.11)
F (0.62, 6.90, -0.77)
F (-1.39, 6.31, -0.35)
F (-0.54, 6.11, -2.39)
F (-3.97, -0.58, 2.16)
C (-3.12, -0.17, 3.18)
F (-3.38, 1.15, 3.35)
H (-3.47, -0.67, 4.11)

Net charge: +2
Strongest force on any atom (eV/A): 4.85
Gap between HOMO and LUMO (Ha): 0.268
Energy relative to the best compared isomer or geometry (same formula, charge and spin) (kcal per mole): 19.7
Spin multiplicity: 1
Highest occupied orbital energy (eV): -13.92



Entry from OMol25: C22H24ClFeN4OSe4 as an isolated structure at a distorted geometry (the ωB97M-V functional and the def2-TZVPD basis).

Cartesian coordinates (Å):
Fe (0.15, -0.01, 1.14)
Cl (-6.07, 2.62, -1.30)
C (-4.44, 2.31, -0.79)
C (-3.63, 3.36, -0.36)
C (-2.34, 3.09, 0.04)
C (-1.81, 1.79, 0.04)
O (-0.57, 1.58, 0.45)
C (-2.65, 0.72, -0.40)
C (-2.21, -0.63, -0.44)
N (-1.03, -1.08, -0.02)
C (-0.74, -2.42, -0.02)
C (-1.45, -3.43, -0.68)
C (-1.06, -4.76, -0.56)
C (0.04, -5.13, 0.20)
C (0.78, -4.14, 0.88)
C (1.91, -4.42, 1.68)
C (2.52, -3.39, 2.36)
C (2.02, -2.10, 2.24)
N (0.98, -1.80, 1.47)
C (0.37, -2.79, 0.79)
C (-3.96, 1.02, -0.81)
H (-4.02, 4.37, -0.34)
H (-1.70, 3.90, 0.38)
H (-2.96, -1.34, -0.77)
H (-2.31, -3.19, -1.29)
H (-1.63, -5.52, -1.06)
H (0.34, -6.16, 0.29)
H (2.28, -5.43, 1.75)
H (3.39, -3.57, 2.98)
H (2.46, -1.28, 2.80)
H (-4.61, 0.21, -1.13)
Se (-1.29, -0.21, 2.94)
Se (0.62, 0.88, 3.27)
Se (1.13, 4.40, 1.72)
Se (1.41, 3.58, -0.26)
C (4.50, -0.72, -3.37)
C (4.27, 0.59, -2.63)
N (3.79, 0.44, -1.26)
C (4.79, 0.32, -0.21)
C (5.00, -1.12, 0.26)
C (2.47, 0.38, -0.97)
C (1.47, 0.38, -2.09)
N (1.99, 0.32, 0.23)
H (4.84, -0.52, -4.39)
H (3.58, -1.31, -3.43)
H (5.25, -1.33, -2.87)
H (3.57, 1.21, -3.19)
H (5.21, 1.14, -2.59)
H (4.51, 0.96, 0.63)
H (5.73, 0.71, -0.60)
H (4.07, -1.57, 0.58)
H (5.70, -1.13, 1.10)
H (5.42, -1.73, -0.54)
H (1.54, 1.29, -2.69)
H (0.48, 0.33, -1.65)
H (1.62, -0.48, -2.75)
H (2.69, 0.34, 0.96)

Strongest force on any atom (eV/A): 1.65
Gap between HOMO and LUMO (alpha / beta) (Ha): 0.171 / 0.201
Energy relative to the best compared isomer or geometry (same formula, charge and spin) (kcal per mole): 0.0
Spin multiplicity: 6
Expectation value of S²: 8.87
Highest occupied orbital energy (alpha / beta) (eV): -5.05 / -7.35



Entry from OMol25: C20H16As2NO15S2Tc as an isolated structure at a distorted geometry (the ωB97M-V functional and the def2-TZVPD basis).

Cartesian coordinates (Å):
Tc (-0.44, 0.86, 0.74)
O (3.34, -0.28, 0.88)
As (2.87, -0.81, -0.74)
O (3.77, -2.10, -1.13)
O (1.30, -1.58, -0.16)
C (3.54, 0.73, -1.76)
C (4.90, 0.97, -1.80)
C (5.36, 2.05, -2.55)
C (4.48, 2.87, -3.23)
C (3.11, 2.62, -3.19)
C (2.66, 1.54, -2.47)
S (0.98, 0.97, -2.34)
O (0.11, 1.81, -3.09)
O (1.13, -0.43, -2.68)
O (0.88, 1.11, -0.82)
H (2.59, 0.04, 1.41)
H (5.57, 0.32, -1.25)
H (6.42, 2.25, -2.58)
H (4.86, 3.69, -3.82)
H (2.40, 3.24, -3.72)
O (-3.64, 1.35, 3.61)
As (-3.20, 1.70, 1.92)
O (-3.95, 3.09, 1.56)
O (-1.48, 1.70, 2.13)
C (-3.84, 0.09, 1.04)
C (-4.66, -0.75, 1.79)
C (-5.19, -1.89, 1.22)
C (-4.91, -2.21, -0.10)
C (-4.10, -1.38, -0.85)
C (-3.56, -0.24, -0.28)
S (-2.49, 0.70, -1.35)
O (-1.43, -0.23, -1.68)
O (-3.27, 1.18, -2.44)
O (-1.90, 1.78, -0.45)
H (-2.98, 0.73, 3.95)
H (-4.87, -0.49, 2.82)
H (-5.83, -2.53, 1.82)
H (-5.33, -3.10, -0.55)
H (-3.87, -1.60, -1.89)
N (-0.86, -1.90, 0.63)
C (0.11, -1.20, 0.30)
H (-0.80, -2.89, 0.41)
O (-0.77, -1.49, 5.80)
C (0.50, -1.06, 5.74)
C (1.28, -1.10, 6.90)
C (2.59, -0.67, 6.88)
C (3.17, -0.21, 5.70)
C (2.41, -0.16, 4.55)
C (1.07, -0.56, 4.55)
C (0.22, -0.37, 3.35)
O (0.79, 0.21, 2.33)
O (-0.96, -0.73, 3.36)
H (-1.14, -1.36, 4.90)
H (0.81, -1.47, 7.80)
H (3.17, -0.70, 7.79)
H (4.20, 0.11, 5.69)
H (2.83, 0.21, 3.62)

Net charge: -1
Strongest force on any atom (eV/A): 1.59
Gap between HOMO and LUMO (alpha / beta) (Ha): 0.306 / 0.278
Energy relative to the best compared isomer or geometry (same formula, charge and spin) (kcal per mole): 69.0
Spin multiplicity: 4
Expectation value of S²: 3.83
Highest occupied orbital energy (alpha / beta) (eV): -6.66 / -6.66



Entry from OMol25: C2H2N3S2 as an isolated structure at a distorted geometry (the ωB97M-V functional and the def2-TZVPD basis).

Cartesian coordinates (Å):
C (-0.93, -0.34, 0.89)
C (-0.01, -0.75, 1.80)
N (2.13, -1.76, 2.08)
N (-0.39, 1.70, -3.05)
N (1.16, -1.24, 1.94)
S (0.40, -0.11, -0.98)
S (-0.92, 1.12, -1.78)
H (-0.45, -0.77, 2.80)
H (-0.99, 2.16, -3.69)

Net charge: +1
Strongest force on any atom (eV/A): 6.09
Gap between HOMO and LUMO (Ha): 0.308
Energy relative to the best compared isomer or geometry (same formula, charge and spin) (kcal per mole): 79.4
Spin multiplicity: 1
Highest occupied orbital energy (eV): -14.56